(1)
The following is a DFT calculation (wB97M-V/def2-TZVPD) of 3 unconnected molecules or ions with the total composition C42H43ClF2NO4.

```
93
Properties=species:S:1:pos:R:3:lowdin_charge:R:1
C -2.14 6.18 0.41 -0.0932
C -0.92 5.25 0.53 -0.2403
C -1.23 3.94 1.25 -0.1748
C -2.14 2.98 0.47 -0.3208
C -2.72 1.92 1.41 -0.0510
C -1.55 2.44 -0.87 -0.1908
C -2.68 1.81 -1.71 -0.0894
N -2.44 0.31 -1.73 -0.3427
Cl -2.12 -0.23 -3.37 0.8650
C -1.30 0.04 -0.75 -0.2178
C -0.62 -1.31 -0.97 -0.3322
C -0.06 -1.87 0.33 -0.0008
F -1.62 -2.18 -1.44 -0.0610
C -0.47 1.32 -0.91 -0.1971
C 0.80 1.34 -0.07 -0.0753
C 1.86 2.39 -0.51 -0.3226
C 2.53 3.18 0.61 -0.0126
F 1.27 3.27 -1.44 -0.0361
H -2.96 5.84 1.06 0.0730
H -1.90 7.20 0.72 0.0737
H -2.52 6.24 -0.61 0.0715
H -0.13 5.76 1.10 0.1101
H -0.50 5.06 -0.46 0.0894
H -1.76 4.19 2.17 0.1214
H -0.31 3.44 1.56 0.0945
H -2.98 3.60 0.14 0.1376
H -1.94 1.28 1.83 0.0843
H -3.20 2.42 2.25 0.0938
H -3.49 1.29 0.94 0.0801
H -1.20 3.31 -1.43 0.1372
H -3.68 1.99 -1.32 0.1406
H -2.65 2.15 -2.74 0.1124
H -3.28 -0.20 -1.47 0.1529
H -1.80 0.00 0.22 0.1403
H 0.15 -1.23 -1.74 0.1495
H 0.87 -2.42 0.16 0.0960
H -0.79 -2.54 0.77 0.1025
H 0.15 -1.08 1.06 0.0811
H -0.12 1.29 -1.95 0.1495
H 1.28 0.36 -0.20 0.1110
H 0.59 1.41 1.00 0.1156
H 2.63 1.86 -1.08 0.1398
H 3.57 2.89 0.72 0.0771
H 2.51 4.24 0.35 0.0909
H 2.04 3.04 1.57 0.0739
C 8.67 -0.71 1.01 -0.0514
C 7.36 -0.42 0.65 -0.0608
C 6.55 0.30 1.51 -0.0126
C 7.05 0.75 2.73 -0.0841
C 8.37 0.45 3.09 -0.0779
C 9.17 -0.27 2.22 0.0047
C 8.93 0.89 4.40 -0.2759
O 10.08 0.65 4.70 0.1181
C 8.03 1.64 5.32 -0.0809
C 8.52 2.04 6.56 0.0040
C 7.70 2.74 7.43 -0.0490
C 6.40 3.06 7.06 -0.0536
C 5.91 2.67 5.82 -0.0043
C 6.72 1.96 4.95 -0.0854
C 6.16 1.54 3.63 -0.2764
O 5.03 1.83 3.30 0.0833
H 9.30 -1.27 0.33 0.1102
H 6.96 -0.77 -0.29 0.1049
H 5.52 0.54 1.25 0.1075
H 10.19 -0.49 2.51 0.1235
H 9.53 1.79 6.82 0.1231
H 8.08 3.05 8.39 0.1108
H 5.77 3.62 7.74 0.1088
H 4.90 2.91 5.52 0.1172
C -9.66 -5.62 -4.33 -0.0472
C -9.66 -5.02 -3.07 -0.0507
C -8.46 -4.61 -2.51 -0.0015
C -7.27 -4.80 -3.19 -0.0869
C -7.27 -5.41 -4.44 -0.0817
C -8.47 -5.81 -5.01 0.0041
C -6.01 -5.64 -5.20 -0.2760
O -6.00 -6.15 -6.30 0.1183
C -4.73 -5.23 -4.54 -0.0781
C -3.52 -5.48 -5.19 0.0048
C -2.33 -5.09 -4.60 -0.0511
C -2.33 -4.48 -3.36 -0.0705
C -3.53 -4.24 -2.70 -0.0192
C -4.73 -4.61 -3.29 -0.0830
C -6.00 -4.33 -2.56 -0.2791
O -5.99 -3.74 -1.50 0.0919
H -10.59 -5.94 -4.77 0.1115
H -10.59 -4.88 -2.54 0.1103
H -8.44 -4.14 -1.53 0.1197
H -8.46 -6.28 -5.99 0.1233
H -3.54 -5.96 -6.16 0.1237
H -1.39 -5.28 -5.11 0.1092
H -1.40 -4.18 -2.90 0.0938
H -3.55 -3.77 -1.72 0.1043
```

Values from the calculation:
total energy	-2641.66208	a.u.
net charge	+1
HOMO energy	-0.415	hartree
molecular weight	699.26	g/mol
orbital gap	7.45	eV

(2)
The following is a DFT calculation (wB97M-V/def2-TZVPD) of a gas-phase ion, C4H11NPS (charge +1).

```
18
Properties=species:S:1:pos:R:3:nbo_charge:R:1
C -1.36 1.01 0.81 -0.6134
C -0.20 0.88 -0.40 -0.3468
P -0.86 0.91 -2.28 0.5846
S -0.40 2.77 -2.75 -0.1938
N 0.64 -0.41 -0.21 -0.3893
C 1.32 -0.51 1.13 -0.4200
C -0.11 -1.63 -0.67 -0.4280
H -2.17 0.40 0.52 0.2153
H -0.94 0.75 1.81 0.2255
H -1.62 2.06 0.85 0.2519
H 0.46 1.65 -0.08 0.2305
H 1.48 -0.42 -0.94 0.4424
H 2.09 0.25 1.41 0.2638
H 0.57 -0.60 1.83 0.2218
H 1.99 -1.49 1.08 0.2354
H -0.18 -1.72 -1.71 0.2456
H 0.43 -2.40 0.00 0.2439
H -1.16 -1.52 -0.40 0.2308
```

Values from the calculation:
total energy	-952.97345	a.u.
net charge	+1
HOMO energy	-0.473	hartree
molecular weight	136.18	g/mol
SMILES	C[C@H](P=S)[NH+](C)C
orbital gap	7.31	eV
energy above the lowest of the compared OMol25 structures with the same formula, charge and spin	42.2	kcal per mole

(3)
The following is a DFT calculation (wB97M-V/def2-TZVPD) of a molecular structure, C39H30N12RuSe.

```
83
Properties=species:S:1:pos:R:3:lowdin_spin:R:1
Ru 0.62 -0.36 0.34 2.2039
C -0.98 -2.64 -4.38 0.0378
C -0.17 -1.76 -3.78 0.1219
N -0.40 -1.32 -2.48 0.2088
C -1.62 -1.71 -1.89 0.2150
C -2.31 -2.74 -2.54 -0.0115
N -2.02 -3.23 -3.73 0.2070
C -2.19 -1.03 -0.75 0.0416
C -3.56 -1.08 -0.57 0.1454
C -4.20 -0.43 0.51 0.0706
C -3.39 0.32 1.33 0.0911
C -2.01 0.42 1.10 0.1005
N -1.40 -0.30 0.09 0.1281
C -1.16 1.26 1.85 0.1442
C -1.55 2.08 2.94 -0.0015
N -0.74 2.90 3.54 0.1049
C 0.54 3.00 3.07 0.1135
C 0.98 2.17 2.08 0.0637
N 0.17 1.28 1.48 0.2388
C -5.66 -0.53 0.71 0.0025
C -6.44 -1.43 -0.01 0.0070
C -7.81 -1.46 0.17 -0.0007
N -8.43 -0.67 1.03 0.0079
C -7.71 0.18 1.75 0.0003
C -6.33 0.29 1.62 0.0075
H -0.82 -2.96 -5.41 -0.0006
H 0.73 -1.37 -4.24 0.0087
H -3.15 -3.21 -2.04 -0.0018
H -4.16 -1.58 -1.31 0.0079
H -3.81 0.87 2.16 0.0033
H -2.56 2.02 3.33 -0.0021
H 1.18 3.73 3.53 0.0058
H 2.02 2.22 1.75 0.0016
H -6.00 -2.13 -0.71 0.0007
H -8.44 -2.14 -0.39 -0.0002
H -8.25 0.80 2.45 -0.0001
H -5.81 1.02 2.23 0.0001
N 0.12 -2.61 1.03 0.1007
C 0.06 -3.61 0.00 0.0078
C -0.78 -4.71 0.11 0.0066
C -0.77 -5.68 -0.88 -0.0012
C 0.10 -5.57 -1.96 0.0064
C 0.92 -4.46 -2.08 0.0005
C 0.88 -3.46 -1.11 0.0086
C 1.60 -2.17 -1.33 0.0308
C 2.99 -2.11 -1.37 0.0456
C 3.64 -0.95 -1.78 0.0260
C 2.90 0.19 -2.09 0.0445
C 1.51 0.15 -2.09 0.0396
C 0.83 -1.05 -1.78 0.0245
H -0.65 -2.69 1.69 0.0026
H 0.99 -2.69 1.56 -0.0005
H -1.43 -4.81 0.97 0.0004
H -1.42 -6.54 -0.81 -0.0001
H 0.12 -6.34 -2.72 0.0004
H 1.58 -4.35 -2.93 0.0009
H 3.56 -2.99 -1.12 0.0021
H 4.71 -0.94 -1.86 0.0002
H 3.41 1.11 -2.37 0.0011
H 0.95 0.98 -2.51 0.0028
N 2.44 -0.23 0.85 0.0637
C 3.53 0.17 1.01 0.0088
C 4.77 0.68 1.23 0.0932
C 5.94 -0.11 1.06 0.0101
N 6.88 -0.76 0.95 0.0491
C 4.84 2.01 1.71 0.0096
N 4.83 3.09 2.11 0.0483
C -0.17 0.86 6.20 0.0012
N 1.25 0.64 6.04 0.0083
C 2.22 1.20 6.85 0.0039
C 3.42 0.79 6.39 0.0044
N 3.17 -0.02 5.30 0.0068
C 4.20 -0.70 4.54 0.0003
C 1.84 -0.10 5.08 0.0089
Se 0.97 -1.07 3.78 0.0593
H -0.41 0.92 7.26 0.0002
H -0.71 0.03 5.75 0.0003
H -0.47 1.79 5.70 0.0005
H 1.98 1.84 7.68 0.0003
H 4.41 1.00 6.74 0.0004
H 4.64 -1.51 5.12 0.0002
H 4.99 0.01 4.27 0.0003
H 3.76 -1.11 3.64 0.0000
```

Values from the calculation:
total energy	-4657.23260	a.u.
net charge	+1
HOMO energy (alpha / beta)	-0.314 / -0.373	hartree
molecular weight	846.78	g/mol
orbital gap (alpha / beta)	5.12 / 4.45	eV
spin multiplicity	6

(4)
The following is a DFT calculation (wB97M-V/def2-TZVPD) of a molecular structure, C34H82N4O15S5.

```
140
Properties=species:S:1:pos:R:3:lowdin_charge:R:1
C -26.04 10.93 19.73 -0.1821
S -24.46 10.82 20.72 1.0880
O -23.70 12.05 20.29 -0.4947
C -25.14 11.18 22.40 -0.2031
H -26.82 10.26 20.08 0.0878
H -25.98 10.85 18.65 0.0345
H -26.34 11.98 19.86 0.0343
H -24.28 11.20 23.07 0.0583
H -25.78 10.40 22.83 0.0578
H -25.65 12.14 22.47 0.0459
C -28.65 16.56 16.75 -0.2018
S -29.24 17.15 18.39 0.9622
O -30.51 16.46 18.82 -0.6146
C -27.93 16.43 19.44 -0.1998
H -27.66 16.99 16.62 -0.0121
H -29.25 17.06 15.99 0.0736
H -28.58 15.47 16.78 0.0407
H -26.93 16.80 19.24 0.0279
H -28.04 15.34 19.44 0.0320
H -28.01 16.82 20.45 0.0748
C -24.70 16.69 21.48 -0.2143
S -23.89 15.60 20.22 0.9292
O -22.44 15.65 20.69 -0.5116
C -24.55 14.00 20.84 -0.2376
H -24.46 17.73 21.25 0.0427
H -24.32 16.52 22.48 0.0567
H -25.78 16.53 21.42 0.0330
H -24.27 13.81 21.87 0.0726
H -24.13 13.11 20.37 -0.1736
H -25.64 13.99 20.79 0.0689
C -25.37 14.56 15.10 -0.2245
S -24.82 12.86 15.53 1.0314
O -25.47 11.79 14.62 -0.4291
C -22.98 13.04 15.26 -0.1456
H -24.90 15.32 15.72 0.0045
H -26.45 14.66 15.21 0.0064
H -25.12 14.82 14.07 0.0992
H -22.52 12.20 15.79 0.0244
H -22.61 13.83 15.92 0.0441
H -22.59 13.01 14.24 0.0804
C -31.39 14.48 19.02 -0.2828
S -30.17 13.91 20.32 0.9166
O -31.10 13.07 21.22 -0.5910
C -29.04 12.83 19.29 -0.2889
H -32.00 15.25 19.51 0.0544
H -31.98 13.65 18.64 0.0487
H -31.09 15.02 18.13 0.0239
H -29.37 11.80 19.17 0.0565
H -28.10 12.59 19.78 0.0558
H -28.87 13.30 18.33 0.0202
C -25.13 15.61 17.79 -0.3749
O -25.82 16.52 17.31 -0.2850
N -25.53 14.35 17.99 0.0141
C -24.58 13.21 18.40 -0.2106
C -26.76 13.80 17.45 -0.1274
H -24.09 15.74 18.14 0.0458
H -23.64 13.73 18.60 0.0712
H -24.42 12.48 17.61 0.0167
H -25.05 12.72 19.25 0.0561
H -27.33 13.18 18.13 0.0899
H -27.40 14.51 16.92 0.0830
H -26.39 13.12 16.68 0.0179
C -25.16 17.57 13.23 -0.2589
O -23.96 17.50 13.61 -0.0469
N -26.27 17.45 13.98 -0.1147
C -27.58 17.58 13.42 -0.0499
C -26.24 17.05 15.40 -0.1027
H -25.50 17.83 12.22 0.1305
H -28.15 16.67 13.61 0.0533
H -27.58 17.84 12.36 0.0942
H -28.02 18.48 13.85 0.1029
H -25.27 16.89 15.88 0.0644
H -26.82 17.73 16.03 0.0970
H -26.73 16.08 15.49 0.0594
C -29.35 13.01 16.00 -0.2719
O -28.49 13.31 16.81 -0.3009
N -29.38 13.40 14.72 -0.1261
C -30.55 13.27 13.89 -0.0428
C -28.32 14.09 14.03 -0.0032
H -30.31 12.50 16.19 0.1783
H -30.35 12.86 12.90 0.0953
H -31.11 14.19 13.75 0.0992
H -31.26 12.54 14.29 0.0940
H -27.44 14.05 14.68 0.0417
H -28.00 13.52 13.15 0.1245
H -28.46 15.16 13.88 0.0699
C -21.69 15.29 17.33 -0.2392
O -22.57 14.98 18.15 -0.1459
N -21.91 16.01 16.21 -0.1310
C -20.84 16.20 15.23 -0.0244
C -23.24 16.33 15.67 -0.0576
H -20.64 14.94 17.38 0.1596
H -21.27 15.69 14.37 0.0870
H -19.93 15.67 15.50 0.0895
H -20.58 17.20 14.88 0.0966
H -23.12 17.35 15.31 0.1080
H -23.52 15.75 14.79 0.0711
H -24.07 16.18 16.37 0.0474
O -21.10 11.17 19.37 0.1161
C -22.17 11.06 18.83 -0.4861
O -23.03 10.02 19.04 -0.1731
C -22.54 8.85 19.67 -0.2564
C -21.98 8.00 18.53 -0.0540
C -22.69 12.17 17.99 -0.0367
H -23.38 8.35 20.16 0.1034
H -21.78 8.98 20.43 0.1239
H -21.23 8.52 17.93 0.0818
H -22.82 7.71 17.90 0.0602
H -21.43 7.09 18.79 0.0753
H -22.00 13.00 18.11 0.1178
H -23.69 12.38 18.36 -0.0564
H -22.70 12.10 16.90 0.0320
O -25.08 11.14 17.20 -0.1179
C -25.65 10.32 16.49 -0.4941
O -26.93 10.24 16.19 0.0423
C -27.82 11.32 16.47 -0.1954
C -28.45 11.10 17.80 -0.0767
C -24.80 9.18 15.87 0.0512
H -28.53 11.37 15.64 0.1401
H -27.24 12.24 16.43 0.0694
H -29.04 10.20 17.94 0.1306
H -29.14 11.89 18.07 -0.0022
H -27.68 11.04 18.57 0.0427
H -24.75 8.38 16.61 0.0779
H -23.78 9.43 15.59 0.0894
H -25.29 8.82 14.96 0.0854
O -26.49 18.46 20.01 0.0404
C -26.32 18.70 18.83 -0.5259
O -27.14 19.31 18.00 -0.0003
C -28.30 19.93 18.46 -0.2732
C -28.05 21.36 18.95 -0.0457
C -25.08 18.19 18.14 0.0052
H -28.72 19.20 19.16 0.0581
H -29.01 20.01 17.64 0.1192
H -27.92 22.02 18.09 0.0734
H -27.23 21.51 19.65 0.0799
H -28.93 21.75 19.46 0.0764
H -24.51 17.47 18.73 0.0641
H -24.35 18.98 17.97 0.1091
H -25.37 17.73 17.20 0.0042
```

Values from the calculation:
total energy	-4681.80777	a.u.
net charge	0
HOMO energy	-0.276	hartree
molecular weight	947.38	g/mol
orbital gap	7.51	eV
energy above the lowest of the compared OMol25 structures with the same formula, charge and spin	803.1	kcal per mole